Entry 1:
Formula: C22H18Cl3FN5O2Rh
Source: the OMol25 dataset
Level of theory: ωB97M-V with the def2-TZVPD basis set

Summary:
multiplicity = 1
gap between HOMO and LUMO (spin up / spin down) = 6.82 / 6.82 eV
relative energy (zero: lowest compared OMol25 entry of this formula, charge and spin) = 0.0 kcal per mole
HOMO level (spin up / spin down) = -7.218 / -7.217 eV
total charge = 0

Each line ends with the Löwdin charge.
CARTESIAN COORDINATES (ANGSTROEM)
Rh1 -1.89648 -0.43968 -0.01748  1.276
C1 3.04630 1.21291 -4.68229  -0.053
C2 2.29131 0.73195 -3.47000  -0.278
C3 2.72949 1.01191 -2.17504  -0.033
C4 2.00818 0.61933 -1.06812  -0.011
C5 0.80724 -0.10217 -1.17353  -0.228
N1 0.12211 -0.49603 -0.04095  -0.032
C6 0.81910 -0.82839 1.11323  -0.219
C7 2.02036 -1.55009 1.03077  -0.011
C8 2.73947 -1.92049 2.14614  -0.032
C9 2.29456 -1.60705 3.43070  -0.275
C10 3.03875 -2.05917 4.66035  -0.051
C11 1.10009 -0.92146 3.52542  0.020
C12 0.38061 -0.53473 2.39716  -0.117
N2 -0.84786 0.14879 2.61514  -0.075
C13 -1.10313 1.11524 3.50030  -0.034
C14 -2.47261 1.30068 3.53717  -0.041
C15 -2.97827 0.38771 2.61686  -0.122
N3 -1.98534 -0.31809 2.06876  -0.026
C16 0.36927 -0.34647 -2.46821  -0.127
C17 1.09189 0.05904 -3.58623  0.018
N4 -0.86851 -1.00645 -2.67628  -0.066
C18 -1.16075 -1.94479 -3.58058  -0.033
C19 -2.52924 -2.13178 -3.57138  -0.031
C20 -2.99737 -1.25135 -2.60524  -0.113
N5 -1.98854 -0.54779 -2.08330  -0.040
H1 4.11861 1.24358 -4.48905  0.076
H2 2.73247 2.22237 -4.95743  0.083
H3 2.86996 0.56799 -5.54332  0.075
H4 3.64497 1.57669 -2.03537  0.116
H5 2.35940 0.87544 -0.07690  0.123
H6 2.37282 -1.82879 0.04603  0.123
H7 3.65520 -2.48810 2.02134  0.115
H8 4.11103 -2.11478 4.47324  0.076
H9 2.70644 -3.05408 4.96620  0.084
H10 2.86676 -1.38401 5.49873  0.075
H11 0.69761 -0.68072 4.50369  0.123
H12 -0.30719 1.60971 4.03123  0.139
H13 -3.02014 2.00890 4.13348  0.101
H14 -3.99940 0.19084 2.33587  0.124
H15 0.68546 -0.15122 -4.57015  0.123
H16 -0.38574 -2.41902 -4.15868  0.136
H17 -3.10113 -2.82324 -4.16429  0.102
H18 -4.00360 -1.07146 -2.26431  0.123
F1 -2.12755 -2.31692 -0.05820  -0.490
Cl1 -1.64265 4.70676 0.46048  0.612
C21 -2.99702 3.62427 0.14149  -1.508
Cl2 -4.19654 3.78621 1.44529  0.603
Cl3 -3.74104 4.04891 -1.40854  0.612
C22 -2.54351 2.13605 0.08728  -0.846
O1 -1.35791 1.85387 0.33755  -0.052
O2 -3.42793 1.29913 -0.19902  -0.113



Entry 2:
Formula: C22H18Cl3N6O2SSiTl
Source: the OMol25 dataset
Level of theory: ωB97M-V with the def2-TZVPD basis set

Summary:
multiplicity = 1
gap between HOMO and LUMO = 7.54 eV
relative energy (zero: lowest compared OMol25 entry of this formula, charge and spin) = 0.0 kcal per mole
HOMO level = -7.486 eV
total charge = 0

Each line ends with the Löwdin charge.
CARTESIAN COORDINATES (ANGSTROEM)
Tl1 -0.00517 1.18215 -0.67355  0.634
O1 -2.54168 -2.00321 -1.50443  -0.012
C1 -1.99344 -0.91532 -1.76520  -0.506
N1 -0.68361 -0.67211 -1.77302  0.010
C2 0.23413 -1.74387 -1.67472  -0.237
C3 0.05431 -2.90556 -2.42017  -0.026
C4 0.98483 -3.92887 -2.37999  -0.094
C5 2.12098 -3.78707 -1.59757  -0.095
C6 2.32009 -2.63537 -0.85487  -0.020
C7 1.38072 -1.59982 -0.86866  -0.215
N2 1.53756 -0.39053 -0.15879  0.020
C8 2.36044 -0.29268 0.89461  -0.484
O2 2.98546 -1.19257 1.45978  0.017
C9 2.53013 1.10046 1.48756  -0.216
C10 3.60033 1.32553 2.34671  0.001
C11 3.73043 2.57202 2.93112  -0.045
C12 2.78254 3.54920 2.65945  -0.046
C13 1.74991 3.23729 1.79419  -0.144
N3 1.63424 2.04300 1.21706  0.029
C14 -2.90759 0.25027 -2.08350  -0.203
C15 -4.21189 -0.02523 -2.46912  0.009
C16 -5.05173 1.03231 -2.77068  -0.048
C17 -4.56784 2.32581 -2.65754  -0.049
C18 -3.25653 2.50463 -2.24885  -0.141
N4 -2.43917 1.49185 -1.97589  0.048
H1 -0.83202 -2.99798 -3.03118  0.114
H2 0.82552 -4.82555 -2.96469  0.098
H3 2.86348 -4.57413 -1.56272  0.098
H4 3.19995 -2.53509 -0.24247  0.100
H5 4.29043 0.51706 2.53683  0.119
H6 4.55785 2.78028 3.59709  0.110
H7 2.84031 4.53325 3.10304  0.107
H8 0.98487 3.96628 1.55094  0.088
H9 -4.53347 -1.05487 -2.51879  0.119
H10 -6.07143 0.85079 -3.08452  0.110
H11 -5.18920 3.18345 -2.87454  0.106
H12 -2.84450 3.50093 -2.13639  0.074
Cl1 -0.58621 4.89490 -0.80156  0.258
Si1 0.46133 3.39939 -1.76574  -0.782
Cl2 2.44150 3.92442 -1.68312  0.270
Cl3 -0.09411 3.44341 -3.73722  0.277
C19 0.27836 -0.37772 3.70115  0.001
N5 -0.20806 -1.27882 2.66992  -0.098
C20 0.10496 -2.61966 2.58126  -0.029
C21 -0.54542 -3.10849 1.50422  -0.035
N6 -1.24767 -2.06421 0.95762  0.114
C22 -1.01990 -0.94067 1.64956  -0.705
S1 -1.63330 0.64107 1.31844  0.667
H13 0.52858 -0.97029 4.57713  0.100
H14 -0.50039 0.33897 3.94697  0.081
H15 1.16382 0.15320 3.36096  0.078
H16 0.77581 -3.08980 3.27609  0.131
H17 -0.55110 -4.08961 1.06639  0.132
H18 -1.80747 -2.12283 0.09135  0.111



Entry 3:
Formula: C22H18Cl4N3O2Tl
Source: the OMol25 dataset
Level of theory: ωB97M-V with the def2-TZVPD basis set

Summary:
multiplicity = 1
gap between HOMO and LUMO = 6.83 eV
HOMO level = -7.092 eV
total charge = 0

Each line ends with the Löwdin charge.
CARTESIAN COORDINATES (ANGSTROEM)
Tl1 -0.26523 -1.26741 0.46241  0.965
C1 1.39431 -2.66888 -3.49200  -0.030
C2 1.05258 -2.56383 -2.14287  -0.107
N1 0.74443 -1.41619 -1.58282  0.001
C3 0.74525 -0.26365 -2.27651  -0.147
C4 1.09385 -0.28186 -3.65649  -0.150
C5 1.40224 -1.52556 -4.24407  0.006
C6 1.13036 0.91348 -4.38947  -0.054
C7 0.84200 2.08535 -3.74411  -0.077
C8 0.48808 2.11574 -2.39684  -0.010
C9 0.40104 0.97306 -1.59934  -0.203
N2 0.05233 0.86899 -0.28358  -0.030
C10 -0.25481 1.83067 0.63654  -0.202
C11 -0.34748 3.20868 0.43853  -0.008
C12 -0.69746 4.10969 1.44027  -0.075
C13 -0.97699 3.69556 2.71275  -0.052
C14 -0.88635 2.32695 3.00713  -0.146
C15 -1.15963 1.83668 4.29964  0.006
C16 -1.06134 0.49807 4.56518  -0.034
C17 -0.67826 -0.34861 3.52384  -0.102
N3 -0.41697 0.08982 2.31253  0.004
C18 -0.51845 1.39338 1.99464  -0.146
H1 1.63448 -3.63099 -3.91524  0.109
H2 1.03034 -3.43660 -1.50628  0.102
H3 1.64814 -1.54833 -5.29572  0.119
H4 1.39506 0.88938 -5.43484  0.108
H5 0.88671 3.02284 -4.28028  0.108
H6 0.27927 3.09079 -2.00311  0.073
H7 -0.15632 3.64465 -0.52056  0.072
H8 -0.75155 5.15901 1.18799  0.108
H9 -1.26014 4.38923 3.48815  0.108
H10 -1.44719 2.54084 5.06716  0.120
H11 -1.27420 0.09501 5.54243  0.108
H12 -0.58186 -1.41355 3.68580  0.110
Cl1 2.03443 -3.61072 1.35376  0.472
C19 0.28354 -3.29403 1.35045  -0.656
H13 -0.04952 -3.42955 2.37662  -0.015
H14 -0.17472 -4.05331 0.72015  -0.004
Cl2 -5.17958 -2.62677 0.17247  0.583
C20 -4.30413 -1.57770 -0.95672  -0.486
C21 -2.86408 -1.50205 -0.46117  -0.781
O1 -2.60094 -0.68157 0.44364  -0.051
O2 -2.02086 -2.27023 -0.96026  -0.050
H15 -4.77732 -0.59737 -0.93479  0.079
H16 -4.35171 -2.03222 -1.94557  0.078
Cl3 4.82371 0.53129 2.51773  0.516
C22 4.18000 -0.68523 1.41154  -0.982
Cl4 2.58635 -0.18057 0.79388  0.609
H17 4.06719 -1.62492 1.95014  0.000
H18 4.86142 -0.77747 0.56728  0.034



Entry 4:
Formula: C22H18F12N3O2P
Source: the OMol25 dataset
Level of theory: ωB97M-V with the def2-TZVPD basis set

Summary:
SMILES = NP(O)c1ccc(COC(F)(F)F)c2ncc(CCC(F)(F)C(F)(F)C(F)(F)C(F)(F)F)nc12.c1ccccc1
multiplicity = 1
gap between HOMO and LUMO = 7.22 eV
HOMO level = -8.222 eV
total charge = 0

Each line ends with the Löwdin charge.
CARTESIAN COORDINATES (ANGSTROEM)
N1 2.97398 -4.12673 -0.99278  -0.201
P1 2.20870 -3.12554 -2.21507  0.839
O1 0.66391 -2.75831 -1.62218  -0.359
C1 3.20073 -1.50185 -2.22361  -0.290
C2 3.95157 -1.14926 -3.40638  -0.062
C3 4.73923 0.12407 -3.37937  0.001
C4 4.71367 0.97502 -2.20188  -0.077
C5 5.52320 2.33153 -2.22153  -0.109
O2 6.20416 2.55260 -3.47822  0.022
C6 5.48743 3.35878 -4.31414  -0.609
F1 4.24480 2.83827 -4.59202  0.130
F2 5.33538 4.64710 -3.83050  0.121
F3 6.11436 3.50032 -5.52974  0.134
C7 3.94932 0.61286 -0.95814  -0.154
N2 4.03679 1.49341 0.11058  0.133
C8 3.26375 1.03977 1.12296  -0.049
C9 2.44326 -0.20402 1.12252  -0.210
C10 1.57391 -0.54274 2.37213  -0.116
C11 0.81637 0.67562 3.01949  -0.068
C12 -0.22260 1.38630 2.10459  -0.350
F4 0.30532 1.89620 0.92286  0.098
F5 -0.65799 2.51823 2.82215  0.070
C13 -1.52663 0.56611 1.78756  -0.261
F6 -2.23204 0.40366 2.97684  0.108
F7 -1.28079 -0.72473 1.33541  0.113
C14 -2.50943 1.22762 0.73235  -0.263
F8 -2.40006 2.58546 0.61521  0.145
F9 -3.80285 0.98074 1.19344  0.097
C15 -2.44967 0.60283 -0.71982  -0.432
F10 -1.19850 0.55921 -1.25706  0.151
F11 -3.17709 1.45607 -1.53565  0.122
F12 -3.09386 -0.60291 -0.81225  0.146
N3 2.41240 -1.06417 0.08006  0.148
C16 3.18610 -0.63688 -0.98751  -0.188
H1 2.36480 -4.25422 -0.17195  0.031
H2 3.75238 -3.55733 -0.62472  0.021
H3 0.15659 -2.22618 -2.26020  0.039
H4 3.93088 -1.86558 -4.26026  0.094
H5 5.33193 0.41437 -4.27235  0.111
H6 4.78376 3.14950 -1.99763  0.138
H7 6.26582 2.34478 -1.37405  0.145
H8 3.24094 1.66620 2.05429  0.119
H9 0.92019 -1.42529 2.13434  0.119
H10 2.29368 -0.92250 3.16083  0.131
H11 1.57990 1.40685 3.39463  0.127
H12 0.25526 0.27809 3.91514  0.144
C17 -8.65007 -1.75536 1.95362  -0.099
C18 -7.83740 -2.31236 2.93350  -0.100
C19 -6.49242 -1.96930 2.99913  -0.093
C20 -5.96197 -1.06129 2.09022  -0.093
C21 -6.77549 -0.50168 1.11271  -0.092
C22 -8.11846 -0.85156 1.04140  -0.096
H13 -9.69842 -2.02559 1.90050  0.099
H14 -8.25274 -3.01541 3.64655  0.099
H15 -5.85716 -2.40886 3.75944  0.100
H16 -4.91555 -0.79065 2.14430  0.080
H17 -6.36176 0.20770 0.40484  0.097
H18 -8.75150 -0.41897 0.27544  0.100



Entry 5:
Formula: C22H18F18N3O10
Source: the OMol25 dataset
Level of theory: ωB97M-V with the def2-TZVPD basis set

Summary:
multiplicity = 1
gap between HOMO and LUMO = 7.06 eV
relative energy (zero: lowest compared OMol25 entry of this formula, charge and spin) = 88.7 kcal per mole
HOMO level = -5.343 eV
total charge = -1

Each line ends with the Löwdin charge.
CARTESIAN COORDINATES (ANGSTROEM)
C1 -7.27657 -6.77498 0.23356  -0.020
C2 -6.13883 -6.59382 -0.92709  -0.336
C3 -5.11510 -7.84117 -0.68157  -0.130
N1 -4.12888 -8.53392 -0.85391  0.150
O1 -6.85224 -6.71793 -2.19837  -0.045
N2 -6.50289 -7.96748 -2.67025  -0.044
O2 -6.44349 -7.95043 -3.86221  0.078
C4 -5.35372 -5.16470 -0.77788  -0.106
C5 -4.44759 -5.32620 0.53995  -0.130
N3 -3.82341 -5.44446 1.56779  0.172
C6 -6.45405 -4.00474 -0.39841  -0.508
O3 -7.59280 -3.90051 -0.96061  -0.044
O4 -6.15932 -3.09775 0.63671  -0.166
C7 -4.51998 -4.76697 -2.10159  -0.187
F1 -4.12679 -5.92018 -2.89185  0.051
F2 -5.47099 -4.07344 -2.95282  0.057
C8 -3.32156 -3.72031 -1.86787  -0.161
F3 -3.19443 -2.98629 -3.11578  0.052
F4 -3.64808 -2.70351 -0.89713  0.089
C9 -1.87532 -4.35882 -1.58896  -0.183
F5 -1.87119 -5.70643 -1.14500  0.085
F6 -1.10770 -4.31864 -2.80748  0.066
C10 -0.98675 -3.52732 -0.49703  -0.261
F7 -1.54227 -3.62080 0.82382  0.086
F8 0.34661 -4.08110 -0.53270  0.068
F9 -0.83035 -2.15585 -0.87192  0.078
H1 -7.59336 -7.88988 0.15881  0.097
H2 -6.84626 -6.63406 1.28735  0.105
H3 -8.21791 -6.16240 0.02480  0.100
C11 2.23741 0.68169 -0.48873  -0.047
C12 0.76431 0.48801 -0.18495  -0.201
O5 0.31018 1.46334 0.76812  0.031
C13 0.02173 2.68579 0.27457  -0.365
O6 0.12931 2.99059 -0.88781  0.156
C14 -0.49227 3.60169 1.38203  -0.506
F10 0.26009 3.53045 2.50413  0.145
F11 -1.75362 3.28797 1.74845  0.160
F12 -0.51063 4.90092 1.01992  0.147
H4 2.82424 0.66957 0.43271  0.062
H5 2.60156 -0.10572 -1.15208  0.088
H6 2.41815 1.64744 -0.96765  0.074
H7 0.60977 -0.49244 0.27043  0.116
H8 0.15624 0.51990 -1.09342  0.126
C15 5.05542 5.05861 3.99015  -0.059
C16 4.09601 4.02016 4.53866  -0.202
O7 4.12746 2.82791 3.73978  0.022
C17 5.14771 1.97578 3.98393  -0.361
O8 6.00682 2.16551 4.80939  0.160
C18 5.02986 0.73635 3.10158  -0.505
F13 4.75016 1.04318 1.81531  0.145
F14 4.04412 -0.08740 3.51993  0.159
F15 6.15760 -0.00065 3.07894  0.157
H9 4.84487 5.25720 2.93590  0.077
H10 4.97481 5.99270 4.55027  0.083
H11 6.08937 4.70986 4.04757  0.078
H12 3.07376 4.40332 4.49085  0.125
H13 4.30473 3.79023 5.58746  0.126
C19 1.86566 6.57602 -2.35232  -0.057
C20 3.17314 6.67124 -3.11360  -0.205
O9 4.29064 6.56856 -2.21668  0.018
C21 4.63275 5.31724 -1.83565  -0.363
O10 4.06092 4.31906 -2.19660  0.166
C22 5.85829 5.35156 -0.92654  -0.507
F16 5.76768 6.30459 0.02901  0.146
F17 6.98996 5.61176 -1.61860  0.154
F18 6.06341 4.18667 -0.28161  0.155
H14 1.83060 7.32236 -1.55422  0.084
H15 1.01658 6.73167 -3.02111  0.086
H16 1.75596 5.59785 -1.87771  0.072
H17 3.24655 7.64867 -3.59685  0.124
H18 3.23778 5.91672 -3.90285  0.127